1.
{
  "formula": "C4H8O",
  "method": "the ωB97M-V functional and the def2-TZVPD basis",
  "species": ["C", "C", "O", "H", "H", "H", "H", "C", "C", "H", "H", "H", "H"],
  "coordinates": [[0.816879, -2.550969, 0.596836], [1.112125, -1.119778, 0.208736], [0.684382, -0.572694, -0.785423], [0.124633, -2.553632, 1.460989], [1.694542, -3.038783, 0.935090], [0.391602, -3.101312, -0.244918], [1.772151, -0.546960, 0.910124], [-1.080554, 2.771116, 0.239817], [-1.549064, 1.713583, -0.455537], [-1.697087, 3.283732, 1.024052], [-0.054834, 3.153570, 0.085485], [-2.563042, 1.327584, -0.239404], [-0.939330, 1.173640, -1.187150]],
  "forces_ev_per_a": [[-1.037, 0.663, -0.184], [-0.106, 0.332, -0.382], [0.357, -0.569, 0.711], [0.157, 0.054, -0.444], [1.034, -0.439, 0.313], [-0.090, 0.143, 0.161], [-0.263, -0.231, -0.198], [-0.370, -0.462, -0.062], [0.017, 0.729, 0.895], [0.636, -0.559, -0.898], [-0.714, -0.226, 0.059], [0.662, 0.250, -0.280], [-0.282, 0.313, 0.309]],
  "orbital_gap_ev": 10.8,
  "spin_multiplicity": 1,
  "largest_force_ha_per_bohr": 0.0242,
  "e_above_lowest_kj_mol": 142.9,
  "homo_ev": -9.8,
  "energy_ha": -232.3912
}

2.
{
  "formula": "C4H8O",
  "method": "the ωB97M-V functional and the def2-TZVPD basis",
  "species": ["O", "C", "C", "C", "C", "H", "H", "H", "H", "H", "H", "H", "H"],
  "coordinates": [[2.217876, 0.651727, -0.402617], [1.602420, -0.231027, -1.164685], [-0.279688, -0.405000, 0.652925], [-1.596637, 0.283232, 0.583380], [-0.709455, 0.333480, -0.620556], [2.453469, 0.340604, 0.491592], [1.543107, -1.198171, -0.606908], [0.483545, 0.013211, 1.311219], [-0.272349, -1.493889, 0.645847], [-1.689115, 1.209870, 1.137943], [-2.478899, -0.341319, 0.531626], [-0.288622, 1.301329, -0.881947], [-0.991021, -0.243655, -1.497599]],
  "forces_ev_per_a": [[0.294, -0.131, -0.071], [0.684, -0.115, -0.118], [-0.085, -0.057, 0.078], [-0.385, 0.058, 0.207], [-0.231, 0.059, -0.042], [-0.024, -0.023, -0.164], [0.214, 0.201, -0.115], [-0.257, 0.053, -0.286], [-0.103, 0.264, -0.122], [-0.168, -0.139, -0.006], [-0.048, 0.137, 0.098], [0.030, -0.304, 0.233], [0.079, -0.004, 0.307]],
  "orbital_gap_ev": 9.0,
  "spin_multiplicity": 1,
  "largest_force_ha_per_bohr": 0.0137,
  "e_above_lowest_kj_mol": 444.8,
  "homo_ev": -8.3,
  "energy_ha": -232.2762
}

3.
{
  "formula": "C4H8O",
  "method": "the ωB97M-V functional and the def2-TZVPD basis",
  "species": ["C", "C", "C", "C", "O", "H", "H", "H", "H", "H", "H", "H", "H"],
  "coordinates": [[-1.652688, 0.547250, 0.214338], [-0.631257, -0.590569, 0.153885], [0.693709, -0.144051, -0.432300], [2.366022, -0.175975, 0.300626], [1.687550, -1.165144, -0.399045], [-2.610466, 0.187385, 0.608416], [-1.305219, 1.358510, 0.867820], [-1.839443, 0.973364, -0.780953], [-1.002385, -1.413593, -0.472082], [-0.444015, -1.007630, 1.152130], [0.648083, 0.357062, -1.404494], [2.860132, 0.513573, -0.427167], [1.229973, 0.559823, 0.618820]],
  "forces_ev_per_a": [[-0.045, 0.035, 0.009], [0.177, 0.197, 0.250], [0.994, -0.888, 0.173], [-1.139, 1.611, 0.509], [-1.003, -0.171, -0.625], [0.212, 0.077, -0.093], [-0.067, -0.175, -0.136], [0.050, -0.107, 0.215], [0.131, 0.148, 0.072], [-0.041, 0.073, -0.205], [0.243, 0.155, 0.434], [-0.111, -0.233, -0.021], [0.599, -0.723, -0.582]],
  "orbital_gap_ev": 9.4,
  "spin_multiplicity": 1,
  "largest_force_ha_per_bohr": 0.0396,
  "e_above_lowest_kj_mol": 444.3,
  "homo_ev": -8.4,
  "energy_ha": -232.2764
}

Repeat the second record exactly.
{
  "formula": "C4H8O",
  "method": "the ωB97M-V functional and the def2-TZVPD basis",
  "species": ["O", "C", "C", "C", "C", "H", "H", "H", "H", "H", "H", "H", "H"],
  "coordinates": [[2.217876, 0.651727, -0.402617], [1.602420, -0.231027, -1.164685], [-0.279688, -0.405000, 0.652925], [-1.596637, 0.283232, 0.583380], [-0.709455, 0.333480, -0.620556], [2.453469, 0.340604, 0.491592], [1.543107, -1.198171, -0.606908], [0.483545, 0.013211, 1.311219], [-0.272349, -1.493889, 0.645847], [-1.689115, 1.209870, 1.137943], [-2.478899, -0.341319, 0.531626], [-0.288622, 1.301329, -0.881947], [-0.991021, -0.243655, -1.497599]],
  "forces_ev_per_a": [[0.294, -0.131, -0.071], [0.684, -0.115, -0.118], [-0.085, -0.057, 0.078], [-0.385, 0.058, 0.207], [-0.231, 0.059, -0.042], [-0.024, -0.023, -0.164], [0.214, 0.201, -0.115], [-0.257, 0.053, -0.286], [-0.103, 0.264, -0.122], [-0.168, -0.139, -0.006], [-0.048, 0.137, 0.098], [0.030, -0.304, 0.233], [0.079, -0.004, 0.307]],
  "orbital_gap_ev": 9.0,
  "spin_multiplicity": 1,
  "largest_force_ha_per_bohr": 0.0137,
  "e_above_lowest_kj_mol": 444.8,
  "homo_ev": -8.3,
  "energy_ha": -232.2762
}

Please write out number 2 again, unchanged.
{
  "formula": "C4H8O",
  "method": "the ωB97M-V functional and the def2-TZVPD basis",
  "species": ["O", "C", "C", "C", "C", "H", "H", "H", "H", "H", "H", "H", "H"],
  "coordinates": [[2.217876, 0.651727, -0.402617], [1.602420, -0.231027, -1.164685], [-0.279688, -0.405000, 0.652925], [-1.596637, 0.283232, 0.583380], [-0.709455, 0.333480, -0.620556], [2.453469, 0.340604, 0.491592], [1.543107, -1.198171, -0.606908], [0.483545, 0.013211, 1.311219], [-0.272349, -1.493889, 0.645847], [-1.689115, 1.209870, 1.137943], [-2.478899, -0.341319, 0.531626], [-0.288622, 1.301329, -0.881947], [-0.991021, -0.243655, -1.497599]],
  "forces_ev_per_a": [[0.294, -0.131, -0.071], [0.684, -0.115, -0.118], [-0.085, -0.057, 0.078], [-0.385, 0.058, 0.207], [-0.231, 0.059, -0.042], [-0.024, -0.023, -0.164], [0.214, 0.201, -0.115], [-0.257, 0.053, -0.286], [-0.103, 0.264, -0.122], [-0.168, -0.139, -0.006], [-0.048, 0.137, 0.098], [0.030, -0.304, 0.233], [0.079, -0.004, 0.307]],
  "orbital_gap_ev": 9.0,
  "spin_multiplicity": 1,
  "largest_force_ha_per_bohr": 0.0137,
  "e_above_lowest_kj_mol": 444.8,
  "homo_ev": -8.3,
  "energy_ha": -232.2762
}